# 1
# C3H8N2O

One molecule with the formula C3H8N2O in a non-equilibrium geometry (wB97M-V/def2-TZVPD, OMol25).

Atoms and positions in Å:
N  -0.388  2.019  1.171
C  -0.856  0.864  0.460
C  0.348  -0.098  0.110
C  0.000  -1.195  -0.863
N  1.056  -2.044  -1.110
O  -1.067  -1.341  -1.408
H  -0.540  2.146  2.152
H  -0.357  2.851  0.627
H  -1.589  0.265  0.985
H  -1.262  1.131  -0.510
H  0.495  -0.577  1.085
H  1.218  0.490  -0.148
H  1.030  -2.608  -1.938
H  1.912  -1.903  -0.613

The calculation puts the HOMO-LUMO gap at 9.840 eV. Its energy above the lowest of the compared OMol25 structures with the same formula, charge and spin is 16.1 kcal/mol. The SMILES is NCCC(N)=O. The HOMO energy is -8.8664 eV. The calculation puts the total energy at -8268.6268 eV. The LUMO energy is 0.9732 eV.

Atom charges from the Löwdin analysis, given in e for atoms 1 to 8:
1 N -0.01
2 C -0.27
3 C -0.12
4 C -0.56
5 N 0.14
6 O 0.06
7 H 0.06
8 H 0.06

# 2
# C34H83CdClN10O16P3

C34H83CdClN10O16P3 as an isolated structure in a non-equilibrium geometry (wB97M-V/def2-TZVPD, OMol25).

Atoms and positions in Å:
Cd  -1.539  2.102  -3.790
Cl  -1.229  0.718  -0.281
O  -1.149  1.858  0.500
O  -2.035  -0.287  0.372
O  -1.646  1.080  -1.657
O  0.109  0.200  -0.474
N  -1.347  0.107  3.541
C  -2.109  -0.054  4.616
C  -1.291  0.089  5.697
C  -0.073  0.624  5.221
C  -0.078  0.525  3.821
H  -1.672  0.069  2.585
H  -3.143  -0.355  4.533
H  -1.528  -0.202  6.710
H  0.799  0.898  5.795
H  0.667  0.797  3.088
O  6.992  1.518  2.025
P  5.980  0.433  1.725
N  4.815  0.999  0.561
C  3.447  0.414  0.469
C  5.213  1.855  -0.570
N  4.992  0.020  3.070
C  4.116  0.976  3.695
C  5.445  -1.079  3.832
N  6.513  -1.027  1.077
C  5.606  -2.054  0.566
C  7.965  -1.333  1.218
H  3.285  -0.468  1.088
H  3.299  0.044  -0.546
H  2.663  1.157  0.620
H  5.956  2.591  -0.261
H  4.294  2.254  -0.997
H  5.777  1.327  -1.339
H  4.660  1.826  4.108
H  3.432  1.434  2.980
H  3.607  0.474  4.517
H  5.092  -1.086  4.864
H  5.235  -2.064  3.414
H  6.533  -1.122  3.864
H  4.912  -2.351  1.353
H  5.155  -1.714  -0.366
H  6.213  -2.916  0.289
H  8.077  -2.119  1.964
H  8.605  -0.488  1.474
H  8.339  -1.701  0.262
O  -1.827  4.170  -3.364
P  -2.282  5.514  -2.950
N  -1.945  6.025  -1.289
C  -1.783  7.425  -0.838
C  -2.040  4.982  -0.229
N  -3.943  5.912  -3.294
C  -4.384  5.951  -4.665
C  -4.933  6.053  -2.209
N  -1.505  6.762  -3.846
C  -2.047  8.100  -4.041
C  -0.275  6.489  -4.523
H  -1.021  7.972  -1.393
H  -1.649  7.415  0.244
H  -2.756  7.869  -1.051
H  -1.734  5.321  0.760
H  -1.452  4.107  -0.505
H  -3.048  4.622  -0.022
H  -3.939  6.790  -5.199
H  -4.240  5.015  -5.204
H  -5.474  5.981  -4.657
H  -5.144  7.117  -2.108
H  -5.799  5.447  -2.475
H  -4.593  5.571  -1.293
H  -2.987  8.217  -3.503
H  -1.265  8.821  -3.801
H  -2.213  8.210  -5.113
H  -0.327  6.623  -5.604
H  0.132  5.515  -4.254
H  0.449  7.218  -4.160
O  1.494  -5.577  3.490
P  0.224  -5.180  2.842
N  0.389  -4.732  1.204
C  1.553  -3.874  0.917
C  -0.723  -4.812  0.260
N  -0.601  -3.869  3.501
C  0.234  -2.765  4.038
C  -1.805  -3.333  2.826
N  -0.932  -6.470  2.902
C  -1.533  -6.742  4.242
C  -0.790  -7.677  2.019
H  1.396  -2.831  1.193
H  1.817  -3.828  -0.139
H  2.472  -4.126  1.447
H  -1.442  -5.496  0.711
H  -0.422  -5.160  -0.728
H  -1.188  -3.827  0.234
H  -0.361  -2.165  4.725
H  1.084  -3.190  4.571
H  0.604  -2.231  3.162
H  -1.651  -2.773  1.904
H  -2.414  -4.163  2.466
H  -2.323  -2.574  3.411
H  -2.085  -5.863  4.573
H  -2.124  -7.653  4.151
H  -0.807  -6.926  5.033
H  -1.722  -7.865  1.485
H  -0.601  -8.587  2.587
H  0.038  -7.593  1.315
C  -2.436  -3.405  -3.186
C  -1.739  -2.046  -2.939
O  -0.611  -2.030  -3.703
C  -0.219  -0.919  -4.309
O  -0.849  0.161  -4.341
O  0.993  -1.250  -4.850
C  1.876  -0.161  -5.260
H  -2.526  -3.646  -4.245
H  -3.445  -3.379  -2.774
H  -2.090  -4.329  -2.723
H  -1.498  -2.091  -1.877
H  -2.474  -1.243  -2.995
H  1.798  0.666  -4.553
H  1.628  0.232  -6.245
H  2.925  -0.442  -5.174
C  -4.873  -7.528  2.537
C  -5.792  -7.167  1.390
O  -6.032  -5.751  1.393
C  -5.168  -4.914  0.748
O  -4.088  -5.254  0.186
O  -5.638  -3.599  0.855
C  -4.846  -2.527  0.393
H  -5.262  -7.373  3.543
H  -3.953  -6.953  2.430
H  -4.672  -8.597  2.456
H  -6.681  -7.798  1.387
H  -5.305  -7.465  0.461
H  -5.476  -1.660  0.192
H  -4.343  -2.787  -0.538
H  -4.011  -2.295  1.055
C  1.297  5.156  -0.383
C  1.547  3.711  -0.931
O  2.178  3.710  -2.193
C  1.528  3.176  -3.323
O  0.384  2.669  -3.396
O  2.349  3.249  -4.452
C  3.739  3.351  -4.473
H  0.720  5.161  0.541
H  0.681  5.775  -1.035
H  2.175  5.764  -0.165
H  0.708  3.016  -0.887
H  2.307  3.258  -0.294
H  4.246  3.007  -3.571
H  3.988  4.412  -4.462
H  4.250  2.834  -5.286

The calculation puts the HOMO-LUMO gap at 4.581 eV. The net charge is +1. The HOMO energy is -9.1808 eV. The calculation puts the total energy at -129205.3970 eV. The LUMO energy is -4.5996 eV.

Atom charges from the Löwdin analysis, given in e for atoms 1 to 8:
1 Cd 1.50
2 Cl 0.64
3 O -0.31
4 O -0.32
5 O -0.48
6 O -0.35
7 N 0.00
8 C -0.17

# 3
# C21H29Co2O8Si2

C21H29Co2O8Si2 as an isolated structure in a non-equilibrium geometry (wB97M-V/def2-TZVPD, OMol25).

Atoms and positions in Å:
C  3.021  1.486  1.602
Si  1.536  2.611  1.558
C  1.782  4.180  2.513
C  0.905  2.920  -0.165
O  0.312  1.842  2.451
C  -0.236  0.635  2.123
C  -1.332  0.599  1.295
O  -1.951  1.765  0.959
Si  -3.358  2.370  1.692
C  -2.817  3.953  2.493
C  -4.498  2.625  0.253
C  -4.026  1.156  2.936
C  -1.810  -0.663  0.680
C  -1.476  -1.848  1.573
C  -0.008  -1.825  1.969
C  0.287  -0.584  2.798
H  3.867  2.009  1.135
H  3.302  1.243  2.635
H  2.865  0.546  1.057
H  2.585  4.776  2.060
H  0.870  4.791  2.523
H  2.059  3.974  3.555
H  1.683  3.475  -0.710
H  0.692  1.998  -0.721
H  -0.009  3.527  -0.153
H  -3.649  4.368  3.080
H  -1.964  3.793  3.166
H  -2.524  4.695  1.739
H  -5.482  2.964  0.603
H  -4.091  3.385  -0.428
H  -4.636  1.700  -0.322
H  -4.899  1.622  3.417
H  -4.356  0.213  2.478
H  -3.296  0.921  3.723
H  -2.890  -0.612  0.468
H  -1.285  -0.774  -0.280
H  -2.094  -1.773  2.475
H  -1.723  -2.783  1.061
H  0.250  -2.720  2.544
H  0.612  -1.809  1.065
H  1.364  -0.483  3.003
H  -0.238  -0.668  3.770
O  -0.462  -6.110  -2.552
C  0.470  -5.650  -3.070
Co  1.835  -4.817  -3.773
C  3.017  -4.887  -2.495
O  3.780  -4.941  -1.619
C  2.380  -5.681  -5.191
O  2.758  -6.277  -6.114
C  0.931  -2.993  -3.959
C  0.810  -2.153  -2.865
C  0.115  -1.780  -1.777
Co  2.247  -1.746  -3.872
C  3.461  -1.401  -2.603
O  4.341  -1.114  -1.919
C  1.908  -0.057  -4.396
O  1.752  1.016  -4.794
C  3.365  -2.205  -5.186
O  4.059  -2.536  -6.046
H  0.181  -3.028  -4.773
H  0.561  -1.005  -1.147
H  -0.852  -2.234  -1.519

The calculation puts the HOMO-LUMO gap at 6.634 eV. The net charge is -1. The HOMO energy is -4.3699 eV. The calculation puts the total energy at -129638.8447 eV. The LUMO energy is 2.2645 eV.

Atom charges from the Löwdin analysis, given in e for atoms 1 to 8:
1 C -0.15
2 Si 0.43
3 C -0.16
4 C -0.14
5 O -0.15
6 C -0.28
7 C -0.29
8 O -0.14